This record from the OMol25 dataset describes 14 unconnected molecules or ions with the total composition C27H87N5O14. The level of theory is wB97M-V/def2-TZVPD.

Computed properties:
Strongest force on any atom (eV/A): 4.462
Multiplicity: 2
Highest occupied orbital energy (alpha / beta) (eV): -10.744 / -10.744
Net charge: +1

Structure (XYZ):
```
133
Properties=species:S:1:pos:R:3:forces:R:3
C -0.4817 0.7972 1.5842 0.1 -0.7 -0.8
C -0.3613 0.1537 0.1623 2.1 0.5 2.1
C 1.2268 -0.1729 -0.0049 -2.6 0.2 -0.6
O 2.0674 0.9987 0.0242 -0.2 0.6 -1.8
C 1.8071 1.8420 -1.1809 -0.5 0.1 0.6
N -1.1047 -1.0969 0.1843 0.2 0.2 -1.0
H 0.2948 1.5427 1.7559 -0.5 0.6 -0.2
H -0.2575 0.0473 2.3429 -0.2 -0.4 -0.2
H -1.5140 1.1083 1.7445 0.2 0.5 0.2
H -0.7186 0.8193 -0.6235 0.2 0.2 -0.1
H 1.2863 -0.7003 -0.9569 0.5 0.0 -0.3
H 1.4514 -0.8942 0.7809 0.5 0.4 0.2
H 0.8671 2.3937 -1.1655 -0.6 -0.6 0.7
H 1.7859 1.2917 -2.1215 0.3 -0.5 0.2
H 2.4543 2.7131 -1.2836 1.0 -0.5 0.5
H -1.1495 -1.4009 -0.7778 0.3 -0.6 -0.5
H -2.0800 -0.8571 0.2913 -0.5 0.0 0.6
C 1.5527 -4.7612 -4.1043 -0.1 -1.7 2.2
C 1.7705 -3.2895 -3.8044 0.5 -0.3 -0.8
C 2.9247 -3.0502 -2.8026 -0.7 -0.7 1.1
O 2.5051 -3.5439 -1.5033 0.8 0.7 -0.7
C 3.5422 -3.3907 -0.5341 -1.2 -0.9 1.0
N 2.0566 -2.6369 -5.0524 0.8 1.3 -1.0
H 2.3760 -5.3857 -4.4510 0.8 0.8 -0.3
H 0.7406 -5.1528 -4.7170 -0.5 1.0 0.0
H 1.4113 -5.1929 -3.1135 -0.4 -0.5 0.1
H 0.8562 -2.7899 -3.4841 -0.1 -0.4 0.7
H 3.2415 -2.0160 -2.6681 -0.6 0.6 -0.3
H 3.8712 -3.5284 -3.0547 -0.1 -0.6 -0.5
H 3.9460 -4.3593 -0.2395 0.6 -0.2 -0.7
H 3.0494 -3.1465 0.4070 -0.1 0.7 0.0
H 4.3172 -2.6623 -0.7729 -0.1 -0.1 -0.3
H 2.8718 -3.0911 -5.4387 0.4 0.1 -0.2
H 1.3350 -2.9370 -5.6923 -0.3 0.3 -0.2
C -6.6297 -2.4083 2.1123 0.2 -0.3 1.2
C -5.2037 -2.0613 2.5432 1.8 -2.4 -0.9
C -4.8699 -2.4764 4.0388 -0.9 0.0 -0.1
O -5.0372 -3.9493 4.3588 0.0 2.0 -0.9
C -4.7559 -4.2452 5.7348 0.5 1.2 -0.4
N -4.1653 -2.7958 1.7516 -0.3 -0.5 0.2
H -6.7026 -3.1304 1.2991 0.2 0.7 -0.6
H -7.1018 -1.4358 1.9725 -0.8 -0.5 -0.3
H -7.0705 -3.0033 2.9121 -0.5 0.5 0.3
H -5.0081 -1.0478 2.1930 0.0 0.5 1.4
H -5.5555 -1.8567 4.6167 -0.3 -0.4 0.7
H -3.8715 -2.1354 4.3126 0.2 -0.3 -0.2
H -4.7577 -5.3108 5.9644 -0.4 0.1 -0.5
H -5.4322 -3.6912 6.3857 -0.3 -0.2 0.1
H -3.7577 -3.8786 5.9744 0.3 0.0 0.1
H -4.1457 -2.5427 0.7741 -0.2 0.5 -0.2
H -4.5386 -3.7338 1.7208 0.5 -0.6 0.1
C 6.0110 -0.7071 0.7410 -0.8 0.6 -0.7
C 6.0758 0.6863 0.0515 -0.3 -1.4 3.4
C 5.9209 0.5244 -1.5082 0.7 1.7 -1.2
O 5.9143 1.7334 -2.1529 -1.3 3.0 -0.1
C 7.0099 2.6905 -1.9104 -0.3 -1.2 -0.6
N 4.9753 1.5592 0.5603 2.4 -1.9 -3.2
H 6.7450 -1.3773 0.2935 0.0 0.0 0.2
H 5.0029 -1.0851 0.5709 0.0 -0.4 -0.1
H 6.1107 -0.6646 1.8256 0.4 0.2 -0.1
H 7.0838 1.0243 0.2921 -0.2 1.0 -0.4
H 5.0022 -0.0007 -1.7694 0.2 -0.2 0.0
H 6.8461 0.2104 -1.9915 0.4 -2.0 1.1
H 6.9784 3.5031 -2.6362 -0.4 -0.5 -0.3
H 7.9142 2.0994 -2.0556 0.4 0.4 0.4
H 6.9304 3.1866 -0.9431 0.0 -0.4 0.3
H 4.8968 2.2391 -0.1824 -0.3 1.4 0.4
H 4.1114 1.0376 0.5188 -1.4 -0.2 0.9
C -6.7248 1.4730 -0.2810 0.9 -0.7 -1.4
C -5.3227 0.8246 -0.6188 -1.0 -0.1 0.5
C -5.3743 -0.2786 -1.7029 0.8 0.6 0.4
O -4.1190 -1.0129 -1.6606 -0.4 0.5 0.5
C -3.8723 -1.9158 -2.7178 0.1 0.3 -0.7
N -4.4103 1.9494 -0.8201 -0.3 -0.2 -0.7
H -6.5968 2.1751 0.5428 -0.3 -0.4 0.2
H -7.5109 0.7247 -0.1792 0.2 0.0 0.8
H -7.0811 2.0488 -1.1351 0.3 0.3 -0.2
H -4.9698 0.3240 0.2829 -0.3 -0.6 0.3
H -5.5341 0.1530 -2.6910 0.1 0.1 -0.2
H -6.2324 -0.9073 -1.4652 0.1 -0.4 0.0
H -2.8639 -2.3284 -2.6868 0.0 0.0 0.8
H -3.8171 -1.3931 -3.6727 -0.6 0.2 -0.3
H -4.5921 -2.7330 -2.7663 -0.2 0.0 0.0
H -3.4576 1.6181 -0.8726 0.2 0.0 0.1
H -4.5359 2.4621 0.0410 0.5 0.5 0.0
O 1.5622 0.7110 -4.8874 -0.3 0.3 0.2
H 2.1785 1.2256 -4.3663 0.2 0.3 0.0
H 2.0205 -0.1119 -5.0576 0.2 -0.8 -0.2
O -0.7054 -2.7788 2.4709 0.6 -0.3 0.8
H -1.6257 -2.7606 2.7333 -0.4 -0.1 -0.1
H -0.6803 -2.2882 1.6494 -0.3 0.3 -0.6
C -1.4627 4.2831 3.2157 -0.8 -0.1 0.2
O -0.8144 3.9980 4.4438 1.1 -0.1 -0.3
H -1.0325 5.1479 2.7106 -0.1 0.4 0.6
H -1.3965 3.5275 2.4329 0.2 -0.7 0.4
H -2.5153 4.4113 3.4683 -0.2 0.5 -0.6
H -1.4066 3.6356 5.1067 -0.2 0.0 -0.4
C -1.0437 -4.8800 -1.4057 -0.6 1.0 -1.1
O -0.0245 -5.3155 -0.5956 0.7 -1.3 1.0
H -0.6251 -4.4330 -2.3074 -0.2 0.4 -0.2
H -1.7039 -5.6580 -1.7892 0.2 -0.5 0.4
H -1.6855 -4.1609 -0.8966 -0.1 0.3 0.1
H 0.7614 -4.7707 -0.6792 -0.1 0.2 -0.2
C 2.6021 3.7591 2.6617 -2.0 -0.4 -0.6
O 3.3023 3.9815 3.8324 1.2 0.0 0.3
H 1.7283 3.1403 2.8657 -0.1 -0.4 0.1
H 2.1270 4.6614 2.2769 0.5 0.4 -0.2
H 3.1618 3.2243 1.8943 0.2 0.2 -0.2
H 4.1362 3.5291 3.6851 0.2 0.2 0.7
C 4.2940 5.3714 -0.5240 -0.7 0.2 -1.0
O 4.4085 6.7704 -0.5494 0.0 0.1 0.2
H 3.3040 5.0799 -0.1733 0.1 -0.3 1.0
H 4.2154 5.0217 -1.5534 0.7 0.0 -0.2
H 5.1631 4.9811 0.0054 -0.3 -0.7 0.1
H 4.5026 6.9911 0.3802 0.0 0.7 0.0
C -0.2096 5.2320 -1.4882 -1.1 0.9 1.0
O -0.9653 4.3269 -0.6581 1.0 -0.7 -0.1
H -0.5175 6.1856 -1.0592 -0.2 0.7 -1.1
H 0.8647 5.3305 -1.3328 0.1 -1.3 0.1
H -0.4930 5.0350 -2.5221 0.4 0.5 -0.1
H -1.8656 4.4858 -0.9509 -0.2 -0.2 0.2
C -1.4668 1.1952 -3.5337 -0.4 0.2 0.0
O -0.8606 -0.0945 -3.4706 -0.5 0.5 0.4
H -0.7803 2.0157 -3.3251 0.3 -0.1 0.1
H -1.9329 1.4254 -4.4918 0.2 -0.3 -0.4
H -2.2876 1.2871 -2.8224 0.1 -0.4 0.3
H 0.0013 0.0059 -3.8814 0.3 0.0 -0.4
C 0.1364 -0.3318 5.2621 0.7 0.7 -1.0
O 0.8750 0.1226 6.3835 -0.1 -0.8 0.7
H -0.8569 -0.7514 5.4213 -0.1 0.3 0.7
H 0.0788 0.4898 4.5482 -0.4 0.0 -0.2
H 0.6853 -1.1191 4.7453 0.2 -0.1 0.2
H 0.9963 1.0737 6.4320 -0.4 -0.1 -0.4
```
Forces are in eV/Å.